1.
The following is a DFT calculation (the ωB97M-V functional and the def2-TZVPD basis) of one molecule with the formula C3H6ClNO at a distorted geometry.

Geometry as XYZ:
```
12
Properties=species:S:1:pos:R:3:nbo_charge:R:1
C -1.46 0.92 -0.03 0.738
C 0.63 -0.31 0.54 -0.611
C -0.01 0.70 -0.41 -0.521
N -2.27 -0.52 0.21 -0.722
O -2.07 1.89 0.17 -0.493
Cl -4.01 -0.42 -0.04 0.082
H 1.03 0.13 1.42 0.221
H -0.13 -0.84 0.97 0.235
H 1.48 -0.83 -0.03 0.221
H 0.47 1.76 -0.59 0.239
H 0.03 0.40 -1.40 0.235
H -2.04 -1.28 -0.52 0.377
```

Relative energy (zero: lowest compared OMol25 entry of this formula, charge and spin) = 60.2 kcal/mol
Orbital gap = 9.974 eV
SMILES string = CCC(=O)NCl
Largest force on an atom = 4.02 eV/A


2.
The following is a DFT calculation (the ωB97M-V functional and the def2-TZVPD basis) of a 2-piece molecular cluster, C3H6ClNO overall at a distorted geometry.

Geometry as XYZ:
```
12
Properties=species:S:1:pos:R:3:nbo_charge:R:1
C 0.51 0.99 -0.03 0.362
C -1.13 -0.41 -0.27 0.084
C 1.37 0.38 0.95 -0.718
N -1.15 -1.25 -1.21 -0.893
O 0.70 1.06 -1.23 -0.530
Cl -2.44 -0.27 0.69 0.024
H -0.23 1.62 0.39 0.134
H 2.11 1.08 1.20 0.244
H 1.83 -0.64 0.73 0.241
H 0.91 0.44 1.94 0.229
H -0.43 -1.20 -1.87 0.415
H -2.04 -1.80 -1.30 0.408
```

Relative energy (zero: lowest compared OMol25 entry of this formula, charge and spin) = 17.1 kcal/mol
Multiplicity = 3
Orbital gap (alpha / beta) = 6.636 / 8.615 eV
Largest force on an atom = 6.46 eV/A


3.
The following is a DFT calculation (the ωB97M-V functional and the def2-TZVPD basis) of a 2-piece molecular cluster, C3H6ClNO3 overall at a distorted geometry.

Geometry as XYZ:
```
14
Properties=species:S:1:pos:R:3:nbo_charge:R:1
C -1.90 1.36 0.77 -0.374
C -1.11 1.22 -0.32 -0.394
C 1.41 -0.16 -0.43 0.402
N 1.10 -1.03 0.46 0.268
O 1.34 -0.88 1.69 -0.532
O 0.42 -2.13 -0.03 -0.586
O 1.21 -0.41 -1.74 -0.658
Cl 2.40 1.23 -0.12 0.081
H -2.74 0.75 0.71 0.187
H 0.33 -2.85 0.72 0.526
H -1.79 2.09 1.58 0.205
H -1.35 0.46 -1.05 0.183
H -0.12 1.61 -0.43 0.183
H 0.79 -1.26 -1.82 0.510
```

Relative energy (zero: lowest compared OMol25 entry of this formula, charge and spin) = 110.9 kcal/mol
Orbital gap = 8.938 eV
SMILES string = [O-]/[N+](O)=C(/O)Cl.C=C
Largest force on an atom = 3.18 eV/A